# 1
Molecular formula: C3H8N2O2
Method: DFT, ωB97M-V/def2-TZVPD

```
15
Properties=species:S:1:pos:R:3:lowdin_charge:R:1
C 1.345 -0.178 1.574 -0.09
C 0.990 -0.180 -1.347 0.23
O 0.675 -0.727 0.441 -0.22
H 2.406 -0.419 1.517 0.09
H 0.986 -0.697 2.464 0.09
H 1.185 0.901 1.624 0.10
H 2.041 -0.094 -1.106 0.06
H 0.550 0.759 -1.661 0.07
H 0.768 -1.097 -1.878 0.08
N -1.957 0.926 -1.092 0.04
O -1.332 -0.315 -0.818 -0.23
C -0.964 -0.426 0.590 -0.49
N -1.614 -0.343 1.578 0.12
H -2.732 0.676 -1.703 0.09
H -2.347 1.214 -0.183 0.08
```

Results
- ΔE to the lowest compared entry with this formula, charge and spin (kJ/mol) = 771.4
- charge = 0
- gap between HOMO and LUMO (eV) = 8.0
- molecular weight (g/mol) = 104.1
- HOMO energy (eV) = -8.3502


# 2
Molecular formula: C3H8N2O2
Method: DFT, ωB97M-V/def2-TZVPD

```
15
Properties=species:S:1:pos:R:3:lowdin_charge:R:1
C -1.741 1.014 0.256 -0.01
C -0.885 -0.220 0.448 -0.61
O -0.189 -0.346 1.506 -0.04
O -1.601 -1.336 0.059 0.04
H -2.474 1.077 1.062 0.09
H -1.105 1.900 0.277 0.09
H -2.268 0.960 -0.701 0.08
H -1.194 -2.065 0.560 0.12
C 0.694 0.022 -1.110 -0.10
N 1.629 0.574 -0.302 -0.07
N 2.573 -0.250 0.087 0.02
H 0.834 -1.013 -1.456 0.09
H 0.278 0.695 -1.868 0.09
H 2.264 -1.176 0.393 0.11
H 3.184 0.164 0.790 0.10
```

Results
- ΔE to the lowest compared entry with this formula, charge and spin (kJ/mol) = 354.7
- charge = 0
- gap between HOMO and LUMO (eV) = 8.8
- molecular weight (g/mol) = 104.1
- SMILES = CC(=O)O.C=NN
- HOMO energy (eV) = -8.9197


# 3
Molecular formula: C3H8N2O2
Method: DFT, ωB97M-V/def2-TZVPD

```
15
Properties=species:S:1:pos:R:3:lowdin_charge:R:1
C -0.299 1.650 0.285 -0.04
N -0.743 0.521 -0.484 -0.20
C 0.177 -0.555 -0.806 -0.13
C 1.064 -0.963 0.367 -0.26
O 0.250 -1.231 1.486 -0.06
N -1.990 0.524 -0.845 -0.07
O -2.401 -0.424 -1.512 -0.08
H 0.587 2.097 -0.172 0.09
H -1.108 2.377 0.302 0.09
H -0.068 1.348 1.308 0.08
H -0.460 -1.395 -1.106 0.12
H 0.808 -0.265 -1.654 0.13
H 1.630 -1.855 0.065 0.12
H 1.785 -0.164 0.598 0.11
H 0.769 -1.668 2.167 0.09
```

Results
- ΔE to the lowest compared entry with this formula, charge and spin (kJ/mol) = 340.8
- charge = 0
- gap between HOMO and LUMO (eV) = 9.5
- molecular weight (g/mol) = 104.1
- SMILES = CN(CCO)N=O
- HOMO energy (eV) = -8.8851


# 4
Molecular formula: C3H8N2O2
Method: DFT, ωB97M-V/def2-TZVPD

```
15
Properties=species:S:1:pos:R:3:lowdin_charge:R:1
N -0.494 1.806 -0.962 0.03
C -1.346 0.927 -0.209 -0.20
C -0.544 0.241 0.918 -0.48
O -0.674 0.582 2.070 0.06
N 0.387 -0.704 0.547 0.08
C 0.575 -1.341 -0.737 -0.29
O 1.917 -1.557 -1.009 -0.02
H -0.110 2.583 -0.512 0.06
H -0.055 1.408 -1.766 0.06
H -2.034 1.505 0.372 0.10
H -1.902 0.282 -0.883 0.12
H 1.218 -0.706 1.125 0.14
H 0.044 -0.746 -1.476 0.10
H 0.105 -2.327 -0.717 0.13
H 2.348 -0.696 -1.118 0.10
```

Results
- ΔE to the lowest compared entry with this formula, charge and spin (kJ/mol) = 138.5
- charge = 0
- gap between HOMO and LUMO (eV) = 9.6
- molecular weight (g/mol) = 104.1
- SMILES = NCC(=O)NCO
- HOMO energy (eV) = -9.0513


# 5
Molecular formula: C3H8N2O2S
Method: DFT, ωB97M-V/def2-TZVPD

```
16
Properties=species:S:1:pos:R:3:lowdin_charge:R:1
C 0.018 -0.120 1.483 -0.33
C 1.143 -0.334 0.314 -0.12
C -0.170 0.215 -1.592 0.09
N -1.324 -0.178 0.947 -0.34
N 0.779 0.568 -0.764 0.00
O -2.456 0.970 -1.001 -0.37
O -1.092 2.379 0.584 -0.53
S -2.066 1.259 0.646 0.80
H 0.204 -0.958 2.229 0.11
H 0.217 0.813 2.017 0.08
H 2.073 0.075 0.633 0.10
H 0.923 -1.414 -0.016 0.15
H -0.604 -0.731 -1.513 0.08
H -0.664 0.700 -2.359 0.08
H 1.066 1.558 -0.762 0.17
H -2.405 1.805 -1.483 0.04
```

Results
- ΔE to the lowest compared entry with this formula, charge and spin (kJ/mol) = 321.2
- charge = 0
- gap between HOMO and LUMO (eV) = 7.4
- molecular weight (g/mol) = 136.2
- HOMO energy (eV) = -7.6943


# 6
Molecular formula: C3H8N2O2S
Method: DFT, ωB97M-V/def2-TZVPD

```
16
Properties=species:S:1:pos:R:3:lowdin_charge:R:1
C -0.939 1.119 -0.380 -0.06
C 0.461 1.124 1.376 -0.20
C -0.251 -1.415 -1.348 -0.20
N 0.198 1.685 0.066 -0.12
N -0.578 -0.804 -0.060 -0.26
O 1.906 -1.102 0.438 -0.32
O 0.160 -1.359 2.160 -0.33
S 0.636 -0.684 0.992 0.55
H -1.839 1.223 0.358 0.15
H -1.073 1.073 -1.452 0.10
H 1.373 1.451 1.857 0.11
H -0.600 0.955 1.767 0.12
H -0.991 -1.278 -2.215 0.09
H 0.638 -0.985 -1.816 0.06
H -0.181 -2.598 -1.175 0.13
H 1.081 1.595 -0.570 0.19
```

Results
- ΔE to the lowest compared entry with this formula, charge and spin (kJ/mol) = 312.6
- charge = 0
- gap between HOMO and LUMO (eV) = 9.7
- molecular weight (g/mol) = 136.2
- HOMO energy (eV) = -9.2606


- Which formula does entry 2 have?
  C3H8N2O2


Copy entry 2 word for word.
Molecular formula: C3H8N2O2
Method: DFT, ωB97M-V/def2-TZVPD

```
15
Properties=species:S:1:pos:R:3:lowdin_charge:R:1
C -1.741 1.014 0.256 -0.01
C -0.885 -0.220 0.448 -0.61
O -0.189 -0.346 1.506 -0.04
O -1.601 -1.336 0.059 0.04
H -2.474 1.077 1.062 0.09
H -1.105 1.900 0.277 0.09
H -2.268 0.960 -0.701 0.08
H -1.194 -2.065 0.560 0.12
C 0.694 0.022 -1.110 -0.10
N 1.629 0.574 -0.302 -0.07
N 2.573 -0.250 0.087 0.02
H 0.834 -1.013 -1.456 0.09
H 0.278 0.695 -1.868 0.09
H 2.264 -1.176 0.393 0.11
H 3.184 0.164 0.790 0.10
```

Results
- ΔE to the lowest compared entry with this formula, charge and spin (kJ/mol) = 354.7
- charge = 0
- gap between HOMO and LUMO (eV) = 8.8
- molecular weight (g/mol) = 104.1
- SMILES = CC(=O)O.C=NN
- HOMO energy (eV) = -8.9197